No. 1
Molecular formula: C5H15NO3S
Method: DFT, the ωB97M-V functional and the def2-TZVPD basis

As for the energy above the lowest of the compared OMol25 structures with the same formula, charge and spin: 194.4 kJ/mol. As for the gap between HOMO and LUMO: 9.6 eV. The HOMO energy comes out at -9.2 eV. Its electronic energy is -23894.883 eV. As for the structure (SMILES): CN[C@H](C=O)CCS.O.O. As for the max |F|: 2.3 eV/Å.

Geometry as ORCA input:
```
! RIJCOSX wB97M-V def2-TZVPD def2/J DEFGRID3
* xyz 0 1
C 2.0447 1.1152 -1.3357
N 0.8040 0.6041 -0.7241
C 0.6706 -0.8000 -0.3108
C -0.6626 -1.0207 0.3800
C -0.6303 -1.7848 1.6982
S 0.5497 -1.1705 2.9452
C 1.0739 -1.8055 -1.3612
O 0.5188 -2.8798 -1.3719
H 2.7695 0.3120 -1.4565
H 1.9616 1.5613 -2.3562
H 2.5015 1.9268 -0.7752
H 0.1283 0.7541 -1.4698
H 1.4030 -0.9481 0.5026
H -1.4281 -1.2966 -0.3396
H -1.1139 -0.0457 0.6711
H -0.2237 -2.7783 1.4250
H -1.6293 -1.9632 2.0893
H 0.6086 0.1656 2.7804
H 1.8939 -1.4967 -2.0186
H -1.2445 3.1656 -0.0428
H -0.1610 2.2430 0.6134
O -1.0105 2.7025 0.7642
H -3.5979 0.8895 0.1573
H -2.2827 1.4915 0.0534
O -2.9434 1.0586 -0.5179
*
```

***

No. 2
Molecular formula: C22H18F4N5O2Pd
Method: DFT, the ωB97M-V functional and the def2-TZVPD basis

As for the gap between HOMO and LUMO: 4.6 eV. The HOMO energy comes out at -17.8 eV. Its electronic energy is -48967.457 eV. As for the max |F|: 1.6 eV/Å.

Geometry as ORCA input:
```
! RIJCOSX wB97M-V def2-TZVPD def2/J DEFGRID3
* xyz 3 1
Pd -0.2781 -0.3412 -0.0758
C -3.0016 -0.6503 0.9128
N -1.6668 -0.5976 1.5504
C -1.6228 0.5122 2.5330
C -1.3104 -1.8724 2.2046
C -1.2680 -3.0608 1.2562
N -0.5703 -2.7467 0.0020
C -0.2617 -3.6423 -0.8643
C 0.4585 -3.2044 -2.0779
F 0.7133 -1.9230 -2.2039
C 0.8585 -4.0931 -3.0263
F 1.5053 -3.6963 -4.0920
C 0.5658 -5.4573 -2.8574
C -0.1304 -5.9520 -1.7447
F -0.3833 -7.2290 -1.6536
C -0.5451 -5.0921 -0.7703
F -1.2075 -5.5286 0.2584
H -3.7523 -0.9526 1.6478
H -3.0118 -1.3613 0.0853
H -3.2566 0.3373 0.5349
H -2.4096 0.3734 3.2774
H -1.7852 1.4543 2.0135
H -0.6577 0.5267 3.0322
H -2.0322 -2.0925 2.9982
H -0.3399 -1.7403 2.6829
H -2.2699 -3.4171 0.9947
H -0.7720 -3.8887 1.7661
H 0.8875 -6.1585 -3.6267
O 0.6110 6.5030 -1.5608
N 1.5289 6.0748 -0.8945
O 2.5595 6.6443 -0.6447
C 1.4429 4.6383 -0.4911
C 2.2247 4.2589 0.5367
C 2.1650 2.9217 1.0438
C 2.9679 2.4608 2.1027
C 2.8566 1.1533 2.5154
C 1.9291 0.3223 1.8900
N 1.1513 0.7470 0.9023
C 1.2707 2.0264 0.4580
C 0.4779 2.4272 -0.6614
N -0.3067 1.4659 -1.2112
C -1.0338 1.7555 -2.2789
C -1.0133 3.0223 -2.8607
C -0.2301 4.0096 -2.3159
C 0.5478 3.7297 -1.1675
H 2.8976 4.9804 0.9818
H 3.6721 3.1330 2.5777
H 3.4681 0.7582 3.3140
H 1.8186 -0.7100 2.1984
H -1.6435 0.9626 -2.6944
H -1.6116 3.2149 -3.7400
H -0.2063 4.9938 -2.7572
*
```

***

No. 3
Molecular formula: C17H14BrN3O3
Method: DFT, the ωB97M-V functional and the def2-TZVPD basis

As for the energy above the lowest of the compared OMol25 structures with the same formula, charge and spin: 0.0 kJ/mol. As for the gap between HOMO and LUMO: 5.0 eV. The HOMO energy comes out at -6.0 eV. Its electronic energy is -98511.229 eV. As for the max |F|: 3.3 eV/Å.

Geometry as ORCA input:
```
! RIJCOSX wB97M-V def2-TZVPD def2/J DEFGRID3
* xyz 0 1
O 0.3782 2.3178 4.4497
O -3.1799 1.5059 -1.1869
Br -5.5033 2.9606 0.3222
O -0.7906 4.2465 4.6725
C -0.6889 2.8711 4.5182
C 0.3814 -0.3370 0.1780
C -0.7730 0.3458 -0.1775
C 3.4963 -3.1381 -2.7723
C 1.3272 -2.1357 -3.5182
C 2.0676 -1.8175 -1.1996
C 0.1953 -1.3047 -3.2644
C -3.5799 2.4050 2.3091
C -1.5164 1.2699 1.9577
C -2.9400 1.6286 0.0621
C -3.8837 2.2396 0.9493
C 2.2632 -2.3873 -2.5001
C -1.7415 1.0988 0.6164
C 0.9557 -1.0076 -0.9698
C 0.0543 -0.7669 -1.9966
C -2.3559 1.9710 2.8125
N 3.9777 -3.1382 -4.0507
N -0.8726 0.1407 -1.5461
N 4.1511 -3.7161 -1.8217
C -2.0069 2.1045 4.3110
H 0.1130 4.5177 4.6279
H 0.8118 -0.3825 1.1913
H 1.4309 -2.5245 -4.5377
H 2.8077 -1.9578 -0.4042
H -0.5740 -1.0899 -3.9984
H -4.3415 2.8442 2.9258
H -0.5867 0.8929 2.3966
H 3.5155 -2.5327 -4.7328
H 4.8720 -3.5504 -4.2806
H -1.5960 0.5452 -2.1189
H 5.0697 -4.1507 -2.0056
H 3.8053 -3.7085 -0.8607
H -1.9314 1.0938 4.7826
H -2.8118 2.6468 4.8599
*
```

***

No. 4
Molecular formula: C2H3F3
Method: DFT, the ωB97M-V functional and the def2-TZVPD basis

As for the energy above the lowest of the compared OMol25 structures with the same formula, charge and spin: 24.1 kJ/mol. As for the gap between HOMO and LUMO: 14.6 eV. The HOMO energy comes out at -13.6 eV. Its electronic energy is -10275.479 eV. As for the structure (SMILES): CC(F)(F)F. As for the max |F|: 2.9 eV/Å.

Geometry as ORCA input:
```
! RIJCOSX wB97M-V def2-TZVPD def2/J DEFGRID3
* xyz 0 1
C 0.8358 -0.0031 -0.0192
C -0.6398 0.0166 -0.0018
F -1.1282 -0.4881 -1.1459
F -1.2170 -0.7304 1.0212
F -1.2145 1.2177 0.2487
H 1.0505 -0.9184 -0.4510
H 1.1315 0.8236 -0.6042
H 1.1816 0.0822 0.9522
*
```

***

No. 5
Molecular formula: C4H19N2O5
Method: DFT, the ωB97M-V functional and the def2-TZVPD basis

As for the energy above the lowest of the compared OMol25 structures with the same formula, charge and spin: 164.6 kJ/mol. As for the gap between HOMO and LUMO: 9.2 eV. The HOMO energy comes out at -12.2 eV. Its electronic energy is -17667.659 eV. As for the max |F|: 2.2 eV/Å.

Geometry as ORCA input:
```
! RIJCOSX wB97M-V def2-TZVPD def2/J DEFGRID3
* xyz 1 1
O 1.1823 2.3422 -1.2954
C 1.9427 1.5828 -0.7553
C 1.4015 0.3623 -0.0534
C 2.0158 0.1395 1.3350
C 3.2792 -0.7084 1.2492
N 3.0309 -2.1007 0.8102
N -0.0732 0.4402 -0.0233
H 3.0186 1.7958 -0.6523
H 1.6223 -0.5515 -0.6167
H 1.3013 -0.3947 1.9684
H 2.2716 1.0484 1.8876
H 3.7764 -0.6646 2.2106
H 4.0067 -0.3987 0.4908
H 3.3803 -2.7680 1.4708
H 2.0918 -2.3225 0.5426
H -0.5909 -0.2289 0.5195
H -0.4422 1.3824 0.1418
H -0.4222 0.1499 -0.9912
H -3.7866 -1.0377 -0.0286
H -3.2829 -0.9052 1.4317
O -3.0028 -1.0399 0.5222
H -2.9119 2.7180 1.1214
H -3.0030 1.2650 0.4811
O -2.4872 2.0525 0.5842
H -3.9234 -0.1976 -2.2067
H -3.6735 1.2401 -1.7813
O -3.2262 0.3955 -1.8980
H -1.7849 -0.7053 -2.1154
H -0.7931 -1.8062 -2.4879
O -0.9176 -1.0845 -1.8614
*
```

***

No. 6
Molecular formula: C3H9NO3
Method: DFT, the ωB97M-V functional and the def2-TZVPD basis

As for the energy above the lowest of the compared OMol25 structures with the same formula, charge and spin: 222.9 kJ/mol. As for the gap between HOMO and LUMO: 10.4 eV. The HOMO energy comes out at -9.5 eV. Its electronic energy is -10888.271 eV. As for the structure (SMILES): NCCO.O=CO. As for the max |F|: 3.7 eV/Å.

Geometry as ORCA input:
```
! RIJCOSX wB97M-V def2-TZVPD def2/J DEFGRID3
* xyz 0 1
C -0.5077 2.3209 0.0496
C 0.8298 -0.3857 -0.2576
C -0.0839 -1.2623 0.5928
N -0.2633 -2.5587 -0.0543
O 0.9733 0.8837 0.3570
O -1.5604 1.6708 -0.4458
O 0.3362 2.9001 -0.6767
H -1.4824 1.6337 -1.4137
H 1.2754 1.7119 -0.3167
H -0.6351 2.5154 1.1170
H -0.9783 -3.0987 0.4181
H 0.5954 -3.0975 -0.0243
H 0.4034 -0.2924 -1.2644
H 1.8189 -0.8502 -0.3510
H 0.3372 -1.3171 1.6077
H -1.0587 -0.7738 0.6623
*
```